The following is a quantum chemistry calculation of C38H46N8OS4Ti as an isolated structure in a non-equilibrium geometry, from the OMol25 dataset.

Each line ends with the Löwdin spin population.
Element x y z (Å)
Ti1 -0.240487 0.561574 -0.844099  0.924
S1 -0.611460 0.723605 1.644164  -0.017
S2 1.277628 -1.279881 0.104959  -0.012
S3 -1.503774 -1.603147 -1.463571  0.003
S4 1.957059 1.721552 -1.062641  -0.007
O1 -0.418993 0.932677 -2.741123  0.011
N1 2.825118 1.904106 1.644287  0.000
N2 2.648762 -1.396734 2.347305  0.009
N3 -1.068093 -0.837455 -4.053029  0.002
N4 -1.628519 2.124195 -0.582803  -0.001
N5 -0.410439 -2.926848 -3.499804  -0.001
N6 -3.671749 3.235344 -1.019408  0.000
N7 -3.565144 0.935841 -0.839511  0.003
N8 0.688345 -0.094674 3.797696  0.035
C1 3.621254 -6.265212 2.948851  0.000
C2 1.442536 -2.413713 -5.082279  0.000
C3 -1.705202 1.000952 -6.119046  0.000
C4 1.588657 2.242457 7.717795  0.000
C5 1.599464 -0.946817 1.695762  0.005
C6 -5.757132 1.947330 -0.908052  0.000
C7 -0.301682 -4.122878 -2.658819  0.000
C8 0.737160 1.481011 6.927008  0.000
C9 -0.938896 0.428753 -3.807238  0.003
C10 -2.372057 3.241310 -6.670510  0.000
C11 2.556231 -4.377746 1.908346  0.000
C12 3.690021 -3.602462 2.145012  0.000
C13 -0.946891 3.436067 -0.514796  0.002
C14 0.776111 1.599589 5.544815  0.001
C15 2.532611 3.230564 5.737963  0.000
C16 -0.125857 0.772552 4.669693  0.002
C17 4.750984 -5.500458 3.183166  0.000
C18 -1.597097 2.737747 -4.453021  0.000
C19 1.676327 2.480400 4.949514  0.000
C20 -2.084445 3.650033 -5.375222  0.000
C21 -2.930193 2.122978 -0.809072  0.001
C22 1.617318 -0.996439 4.483915  0.002
C23 -1.410120 1.409145 -4.822901  0.000
C24 -5.052032 3.154368 -1.492632  0.000
C25 -1.878855 4.534393 -0.053887  0.000
C26 0.085764 -3.059524 -4.877576  0.000
C27 -2.179086 1.918251 -7.043246  0.000
C28 0.574662 -0.094414 2.488179  0.017
C29 2.478104 1.859303 0.541716  0.007
C30 4.782559 -4.169248 2.784368  0.000
C31 2.521752 -5.701663 2.310053  0.000
C32 -0.922651 -1.779148 -3.094892  0.002
C33 -4.941134 0.719677 -1.253507  0.000
C34 2.487958 3.112175 7.121915  0.000
C35 -3.079042 4.565857 -0.966612  0.000
C36 2.912066 -1.019482 3.733113  0.001
C37 3.724801 -2.162099 1.709885  0.000
C38 1.136392 -4.513588 -2.377626  0.000
H1 4.663551 -1.688383 2.004761  0.000
H2 0.128256 -4.131662 -5.075197  0.000
H3 -0.837219 -3.932754 -1.734117  0.000
H4 -5.541984 4.083926 -1.201938  0.000
H5 -4.986761 0.526371 -2.330723  0.000
H6 -1.362371 5.494322 -0.068680  0.000
H7 1.550382 2.153141 8.794239  0.000
H8 -0.728031 1.398262 4.014385  0.000
H9 -2.203708 4.343907 0.972495  0.000
H10 1.414077 -1.351520 -4.839682  0.000
H11 1.167088 -1.991106 4.545700  0.001
H12 -5.845321 2.052326 0.174973  0.000
H13 1.701594 -3.943475 1.403119  0.000
H14 -2.979291 0.116742 -0.728737  0.003
H15 1.734092 -2.511417 -6.127012  0.000
H16 3.623899 -2.058984 0.629799  0.000
H17 -0.098854 3.346742 0.169077  0.001
H18 -2.399252 1.603106 -8.053512  0.000
H19 3.586816 -1.763721 4.155265  0.000
H20 5.608241 -5.935268 3.677461  0.000
H21 -2.230652 4.683231 -5.088184  0.000
H22 -2.796725 4.896045 -1.973995  0.000
H23 -1.355196 3.042079 -3.446466  0.000
H24 1.145716 -5.343262 -1.672987  0.000
H25 1.641065 -6.299682 2.121639  0.000
H26 -0.527431 3.681172 -1.498766  0.000
H27 1.659730 -4.838290 -3.275719  0.000
H28 -5.305102 -0.170637 -0.741869  0.000
H29 -0.656003 -2.623498 -5.545111  0.000
H30 5.666364 -3.570308 2.967658  0.000
H31 -5.063468 3.108247 -2.588525  0.000
H32 3.235222 3.907284 5.272726  0.000
H33 -3.846718 5.250722 -0.602425  0.000
H34 2.209849 -2.887785 -4.472704  0.000
H35 -1.559202 -0.034629 -6.391295  0.000
H36 3.396201 -0.037703 3.735608  0.000
H37 0.033658 0.799654 7.389811  0.000
H38 3.593279 -7.299757 3.261289  0.000
H39 -2.743191 3.955049 -7.393177  0.000
H40 3.157357 3.699890 7.735138  0.000
H41 -0.803866 0.151078 5.258897  0.001
H42 1.691465 -3.685084 -1.935210  0.000
H43 1.768832 -0.612087 5.491217  0.000
H44 -6.760265 1.865735 -1.324631  0.000
H45 1.730339 2.556157 3.870090  0.000
H46 -0.825100 -4.924385 -3.187209  0.000

Force components x, y, z for each atom (eV/Å):
-0.02 -0.25 -0.15
-0.10 0.16 0.25
0.07 -0.40 -0.29
0.06 0.24 0.18
0.13 0.25 0.42
0.22 -0.17 -0.45
0.03 -0.07 0.27
0.25 -0.07 -0.05
-0.01 -0.13 0.23
0.04 0.48 0.10
0.12 -0.26 0.06
-0.03 0.04 0.10
0.03 -0.24 0.18
-0.14 0.09 0.29
-0.04 0.00 -0.02
0.08 0.06 -0.07
-0.05 0.01 -0.05
0.00 -0.01 -0.05
-0.58 0.62 0.72
-0.02 -0.01 -0.04
-0.17 0.05 -0.07
-0.02 0.07 0.02
-0.11 0.53 0.09
0.00 0.00 0.00
0.00 0.00 0.01
0.02 -0.05 -0.02
0.05 -0.19 0.05
-0.04 0.10 0.03
-0.02 -0.03 0.03
-0.05 0.00 -0.19
0.00 0.04 -0.01
-0.01 0.00 -0.12
0.04 -0.05 0.03
0.01 0.00 0.03
-0.15 -0.04 -0.28
-0.08 0.11 0.01
-0.01 -0.18 0.08
0.06 0.03 -0.04
0.03 0.08 0.10
-0.13 -0.14 0.03
0.02 -0.02 0.05
0.70 -0.57 -0.48
-0.22 -0.18 -0.64
0.00 -0.04 0.01
0.06 -0.01 0.03
-0.10 0.17 -0.23
0.03 -0.01 -0.02
0.02 0.03 0.02
-0.01 -0.07 -0.11
0.01 -0.03 -0.07
0.02 0.15 -0.16
0.08 -0.01 0.05
0.00 -0.04 0.00
0.04 0.05 -0.05
0.04 -0.02 -0.02
-0.04 -0.06 0.02
-0.02 0.00 0.01
-0.01 -0.01 -0.01
0.00 -0.01 0.03
0.00 0.00 0.09
0.02 -0.01 -0.01
-0.03 -0.02 -0.01
0.05 -0.02 -0.01
0.02 0.00 -0.01
-0.02 0.02 -0.02
-0.13 0.18 -0.18
0.03 0.01 -0.04
-0.01 -0.02 0.07
-0.11 -0.03 -0.04
0.00 -0.01 -0.03
-0.04 0.01 0.01
0.03 -0.01 0.02
0.00 0.01 -0.01
0.01 0.00 0.02
0.02 0.03 0.08
0.03 -0.06 0.03
-0.04 -0.02 0.00
0.00 0.00 0.08
0.01 0.00 -0.04
-0.04 0.04 0.00
0.03 0.01 0.01
0.03 0.01 0.01
-0.02 0.00 0.02
0.03 0.03 -0.02
0.05 0.00 0.02
0.00 0.00 0.03
0.00 -0.02 -0.01
-0.02 0.00 0.05
-0.02 -0.03 0.02
0.00 -0.03 0.00
-0.01 0.02 -0.01
0.01 0.02 0.02
0.05 -0.05 0.02
-0.03 0.01 0.03
0.01 -0.03 -0.05
0.00 0.00 0.00
0.00 0.02 -0.05
0.03 -0.01 0.04

**Expectation value of S²**: 0.76
**2S+1**: 2
**Charge**: +1

***

The following is a quantum chemistry calculation of C38H46P2PbSi as an isolated structure in a non-equilibrium geometry, from the OMol25 dataset.

Each line ends with the Löwdin charge.
Element x y z (Å)
Pb1 0.075988 1.708371 -3.749993  1.608
P1 2.202710 -0.157933 -1.948336  1.050
P2 -1.545261 -0.857988 -2.034950  1.075
Si1 -1.637117 1.001323 1.467892  0.436
C1 -2.398147 1.823529 -2.878787  -0.323
C2 -1.436600 1.728324 -7.156933  -0.150
C3 -5.094699 1.230924 -2.618465  -0.019
C4 2.938384 3.809997 -1.844458  -0.050
C5 -4.661114 2.564834 -2.740774  -0.053
C6 -1.887459 -0.106360 -5.507744  -0.136
C7 0.181153 -0.690964 -6.846425  -0.130
C8 -1.719633 -0.403867 2.707807  -0.176
C9 4.498355 -3.294921 -0.833294  -0.068
C10 1.109832 -0.859289 -3.221350  -0.388
C11 3.373575 3.267917 -4.165124  -0.091
C12 -1.204769 -1.136184 -6.330179  -0.150
C13 0.736045 1.571651 -5.794924  -0.442
C14 -4.143820 0.199843 -2.562044  -0.077
C15 2.831017 1.497674 -2.600993  -0.450
C16 -2.972932 -3.206604 -2.990073  -0.084
C17 3.685937 -1.197097 -1.752147  -0.375
C18 -3.791333 -4.313898 -2.739133  -0.059
C19 -0.001693 2.286212 -6.925427  -0.148
C20 2.777986 2.461027 -1.558513  -0.113
C21 5.813104 -2.893497 -1.047341  -0.056
C22 3.262360 1.901427 -3.886980  -0.145
C23 -3.310775 2.889736 -2.758822  -0.063
C24 -3.767415 -3.818806 -0.371864  -0.052
C25 -0.273431 -1.141016 -3.248636  -0.364
C26 -4.187201 -4.613126 -1.438596  -0.047
C27 -0.103920 0.581242 0.544113  -0.273
C28 0.962403 0.184296 -5.897325  -0.072
C29 -2.931218 -2.739841 -0.594346  -0.094
C30 5.020546 -0.750042 -1.876839  -0.074
C31 -1.343179 2.684266 2.271428  -0.181
C32 -2.749973 0.478710 -2.578194  -0.377
C33 6.063772 -1.610090 -1.519579  -0.065
C34 -3.315445 1.083686 0.563909  -0.164
C35 -2.045012 1.167542 -5.893868  -0.128
C36 -2.561955 -2.393322 -1.914214  -0.370
C37 3.266225 4.206903 -3.140462  -0.047
C38 3.431238 -2.468197 -1.179951  -0.103
H1 -2.883906 1.778183 -5.521285  0.135
H2 2.393366 -2.790085 -1.023168  0.105
H3 -4.064611 1.306203 1.347060  0.054
H4 -0.062910 0.764070 -0.556315  -0.066
H5 -2.920838 3.915896 -2.862057  0.132
H6 0.574402 2.135685 -7.861157  0.142
H7 0.005749 3.381703 -6.709435  0.132
H8 -4.483780 -0.831664 -2.398440  0.115
H9 3.482936 3.604595 -5.198081  0.123
H10 0.101795 -0.230772 -7.863952  0.135
H11 -2.393301 -0.088557 3.505375  0.036
H12 -0.338936 2.739708 2.707446  0.031
H13 3.429745 1.163186 -4.684712  0.119
H14 -2.669542 -2.990267 -4.016128  0.093
H15 0.779248 -1.600190 -7.007546  0.133
H16 -3.552218 0.129442 0.074875  0.002
H17 -4.094624 -4.028642 0.642200  0.120
H18 -6.172156 0.984337 -2.523735  0.136
H19 0.748320 1.091096 1.087439  0.053
H20 -1.913845 2.032199 -3.844427  -0.047
H21 6.640057 -3.560650 -0.810504  0.120
H22 -2.560702 -2.132289 0.237081  0.081
H23 4.288184 -4.264623 -0.397657  0.113
H24 -4.134849 -4.924609 -3.567332  0.114
H25 -2.059277 2.590769 -7.470591  0.132
H26 -1.831418 -1.305028 -7.213457  0.145
H27 1.935414 -0.203572 -5.530235  0.114
H28 -5.406342 3.348532 -2.774778  0.117
H29 -1.099487 -2.103662 -5.818024  0.106
H30 5.230392 0.258922 -2.266613  0.107
H31 -1.437265 3.499891 1.539887  0.031
H32 -1.452175 0.970696 -7.982932  0.127
H33 -0.521904 -1.949210 -3.941193  0.060
H34 -4.818383 -5.469816 -1.246495  0.117
H35 7.087407 -1.261333 -1.619608  0.115
H36 -2.090768 -1.320655 2.246623  0.013
H37 -0.729026 -0.619073 3.126000  0.043
H38 3.444248 5.260088 -3.341928  0.123
H39 -3.316014 1.861997 -0.213984  0.014
H40 1.533557 2.260956 -5.460311  0.054
H41 1.698561 -1.445398 -3.944300  0.080
H42 -2.086927 2.803348 3.071113  0.037
H43 2.800530 4.530117 -1.047130  0.122
H44 -2.495770 -0.526372 -4.715790  0.090
H45 0.127089 -0.494074 0.640524  0.027
H46 2.537845 2.115926 -0.547589  0.103

Force components x, y, z for each atom (eV/Å):
0.74 0.10 3.93
0.63 1.33 1.00
-1.35 0.62 1.52
-0.60 0.21 0.51
-1.10 0.00 -0.14
-0.26 0.65 -0.45
0.42 0.02 -0.27
0.40 -0.31 0.13
-0.55 0.13 1.12
-1.12 -0.33 -0.19
0.92 -0.54 -0.27
-0.04 0.52 0.13
-0.39 -0.11 -0.18
-1.02 -1.34 -0.92
0.15 -0.08 0.01
0.49 -0.06 -0.39
2.26 -1.20 -4.55
0.48 0.07 1.20
0.31 -0.23 0.69
-0.18 0.07 0.56
0.10 -0.60 -0.07
0.25 0.33 -0.09
-0.69 0.03 0.05
-0.50 -0.26 -0.61
-0.17 0.25 0.16
-0.70 -0.28 0.31
-0.40 -0.53 -0.72
-0.08 -0.16 0.00
2.35 -0.46 -0.73
0.11 0.26 0.09
1.57 -0.02 -0.76
1.22 1.84 -1.25
0.31 0.61 -0.59
-0.54 -0.09 -0.21
-0.18 -0.38 -0.02
-1.00 -0.56 -1.09
-0.06 0.37 -0.22
0.61 -0.09 0.13
-0.94 0.09 -0.97
0.31 -0.16 -0.46
-0.31 0.13 0.00
0.28 0.43 -0.34
0.60 -0.39 0.45
0.47 0.06 0.04
0.18 -0.06 -0.52
0.12 0.32 1.10
-0.54 -0.53 -0.26
-0.07 0.19 0.58
-0.23 -0.78 -0.22
0.17 0.49 -0.01
0.48 -0.09 0.31
0.14 -0.05 1.02
-0.02 -0.37 0.20
-0.21 -0.01 0.03
-0.14 0.34 0.40
-0.11 0.03 0.22
-0.15 0.25 0.06
-0.13 0.20 0.30
0.09 -0.12 -0.16
0.88 0.27 -0.34
-0.76 -0.31 -0.74
-0.22 0.04 0.88
-0.21 0.18 0.01
-0.21 -0.21 -0.28
0.06 0.02 -0.06
0.09 0.00 0.10
0.25 -0.66 -0.06
0.00 -0.15 0.10
-1.02 0.23 0.08
0.01 0.06 0.12
-0.19 0.43 -0.13
-0.05 -0.60 0.25
-0.09 -0.15 0.24
-0.05 0.79 0.74
0.14 0.28 -0.10
-0.05 0.01 -0.05
-0.13 -0.07 -0.03
-0.09 0.01 0.07
-0.21 0.09 0.03
-0.22 -0.15 -0.09
-0.17 -0.09 0.38
0.23 -0.98 -0.20
-0.50 -0.06 0.17
0.21 0.29 -0.17
0.22 0.08 -0.10
-0.05 0.39 0.09
-0.20 0.28 -0.12
-0.06 0.26 -0.38

**Charge**: +2

***

Number 1: energy -120577.955 eV. Number 2: energy -71834.136 eV.